# C15H40FNO8P3

3 unconnected molecules or ions with the total composition C15H40FNO8P3 at a distorted geometry (ωB97M-V with the def2-TZVPD basis set, the OMol25 dataset).

```
68
Properties=species:S:1:pos:R:3:forces:R:3
C 6.227683 -3.739315 -4.174128 0.3 0.4 0.8
C 5.289883 -2.571325 -3.868957 -0.2 0.2 0.7
C 5.962166 -1.206986 -4.041126 -0.2 -0.2 -1.1
N 4.086568 -2.739559 -3.544149 0.1 -1.0 -1.2
P 2.635672 -1.919511 -4.525020 0.1 1.2 0.7
F 2.303332 -3.428823 -5.222346 0.0 -0.1 0.1
H 5.797025 -4.665864 -3.805329 -0.1 -0.1 -0.2
H 7.212368 -3.586511 -3.711684 0.0 -0.1 -0.1
H 6.376449 -3.767091 -5.257071 -0.1 -0.1 0.0
H 5.244955 -0.401809 -3.906742 0.0 0.0 0.3
H 6.342761 -1.118067 -5.068778 0.1 0.0 0.1
H 6.825809 -1.106513 -3.380737 -0.1 0.0 0.1
H 3.560610 -1.688249 -5.595389 0.1 0.0 0.0
H 1.575625 -1.281923 -5.285196 -0.1 -0.2 0.0
H 1.760448 -2.257231 -3.444611 0.0 -0.2 0.0
H 2.919320 -0.623385 -3.917712 0.0 0.1 -0.1
O -3.230118 -4.019592 -0.441737 1.0 -0.2 0.6
P -2.817543 -2.726617 -0.998627 -1.8 0.9 -1.6
O -3.478933 -1.476190 -0.256122 0.3 0.0 0.3
C -3.303195 -1.320219 1.154688 0.0 0.1 0.3
C -1.861617 -1.039664 1.536680 0.1 0.0 -0.1
O -3.472488 -2.489811 -2.437579 0.3 0.0 0.0
C -4.376849 -3.435624 -2.999817 -0.2 -0.3 -0.1
C -5.807340 -3.179414 -2.561877 0.0 0.2 0.0
O -1.353319 -2.250772 -1.297857 0.5 -0.7 0.7
C -0.188279 -3.104711 -1.118166 0.4 -0.3 0.0
C -0.308833 -4.440041 -1.817610 -0.3 0.0 -0.1
H -3.671689 -2.210065 1.671908 0.0 0.0 -0.1
H -3.940805 -0.484175 1.441699 0.0 0.0 -0.1
H -1.244524 -1.932357 1.425405 0.0 0.0 0.0
H -1.789396 -0.710479 2.574333 -0.1 0.0 0.0
H -1.442743 -0.267737 0.890283 0.0 0.0 0.0
H -4.070534 -4.451067 -2.745502 0.0 0.1 0.1
H -4.285425 -3.333423 -4.081495 0.0 0.1 0.0
H -5.854025 -2.971600 -1.492766 0.0 -0.2 0.0
H -6.438925 -4.040902 -2.783270 0.0 0.0 0.0
H -6.217688 -2.310295 -3.079059 0.0 0.0 0.0
H -0.009836 -3.241414 -0.048510 -0.2 0.0 0.0
H 0.661965 -2.562785 -1.526545 -0.2 0.2 -0.1
H -1.161340 -5.010508 -1.447384 0.0 0.0 0.1
H 0.595568 -5.023079 -1.646766 0.1 0.1 -0.1
H -0.433248 -4.296417 -2.891368 0.1 0.0 0.0
O 0.174093 5.528123 3.285472 0.5 -0.4 -1.0
P -0.298366 4.207639 3.711455 -1.1 0.2 2.5
O -1.846303 3.952711 3.467520 0.1 -0.1 -0.5
C -2.386017 4.101625 2.142824 -0.2 0.0 -0.3
C -1.848390 3.068445 1.173749 0.2 -0.1 0.1
O -0.305496 4.099212 5.310017 0.2 -0.2 -0.1
C 0.027931 5.223887 6.121052 0.1 0.3 0.2
C -1.180586 6.097095 6.401732 -0.2 -0.2 0.1
O 0.381010 2.823895 3.382232 0.5 0.3 -0.8
C 1.604972 2.701213 2.616894 0.2 0.0 -0.2
C 2.726546 3.576658 3.134478 0.0 0.1 0.2
H -2.183073 5.112035 1.780440 0.0 0.0 0.1
H -3.464577 4.000899 2.251470 0.0 0.0 0.1
H -0.807343 3.277044 0.920434 0.0 0.0 -0.1
H -2.421436 3.064160 0.247030 0.0 0.1 0.0
H -1.884911 2.072723 1.616175 -0.1 0.0 0.0
H 0.824470 5.804864 5.654438 -0.1 0.0 -0.1
H 0.427420 4.817186 7.050951 0.0 -0.1 0.0
H -1.765543 6.252029 5.495220 0.1 0.1 -0.1
H -0.872991 7.066919 6.794543 0.0 0.0 0.0
H -1.836664 5.622324 7.133032 0.0 0.0 0.0
H 1.396332 2.918465 1.567740 -0.1 0.1 0.0
H 1.880650 1.650928 2.678051 -0.1 0.0 0.1
H 2.456379 4.631352 3.098005 0.0 0.0 -0.1
H 3.616785 3.433455 2.521798 0.0 -0.1 0.0
H 2.965588 3.326230 4.169280 0.0 -0.1 0.0
```
Forces are in eV/Å.

- E_HOMO (eV) = -3.2
- E (eV) = -64662.3301
- E_LUMO (Eh) = 0.08090
- net charge = -1
- 2S+1 = 1